(1)
Formula: C28H14Br2FFeN7O4Se
Source: OMol25
Level of theory: ωB97M-V/def2-TZVPD

The geometry in XYZ format:
```
58
Properties=species:S:1:pos:R:3:forces:R:3
Fe 0.0664 0.8418 -0.0929 -0.06 -0.30 0.29
Br -4.9923 0.3916 0.8656 0.02 -0.01 0.01
C -3.6068 -0.0022 2.1088 0.00 0.01 -0.05
C -3.9567 -0.3508 3.4155 0.07 -0.02 -0.01
C -2.9909 -0.6619 4.3308 -0.06 0.00 0.02
Br -3.5301 -1.1329 6.1031 0.03 0.01 -0.03
C -1.6214 -0.6591 3.9724 0.06 -0.02 -0.01
C -0.5490 -0.9608 4.8392 0.01 -0.02 0.02
C 0.7313 -0.9529 4.3619 -0.04 -0.01 -0.01
C 0.9546 -0.6580 3.0041 0.13 0.02 0.02
N -0.0169 -0.3604 2.1816 0.01 0.18 -0.05
C -1.2845 -0.3309 2.6386 -0.06 0.02 0.09
C -2.2827 0.0679 1.6554 -0.03 -0.21 0.07
O -1.9314 0.3833 0.4842 -0.09 0.18 -0.25
H -5.0000 -0.3739 3.6989 -0.01 0.01 -0.01
H -0.7536 -1.1888 5.8773 -0.01 0.00 0.00
H 1.5697 -1.1635 5.0128 0.01 -0.01 -0.02
H 1.9592 -0.6568 2.5925 0.00 0.02 0.03
O 3.4965 -1.5907 0.4840 0.03 0.02 -0.03
C 2.3707 -1.2993 0.0744 -0.05 -0.20 0.00
O 1.9620 -0.1954 -0.3866 0.04 0.31 0.06
C 1.3226 -2.4179 0.0787 0.06 -0.26 0.03
C 1.7198 -3.7559 0.3527 -0.06 0.04 0.02
C 0.7774 -4.7369 0.3387 -0.06 0.03 0.02
C -0.5740 -4.4024 0.0608 0.07 -0.07 -0.01
C -1.6271 -5.3473 0.0332 0.00 0.00 0.01
C -2.9059 -4.9504 -0.2423 0.02 0.05 0.00
C -3.1907 -3.5902 -0.5075 0.01 -0.04 0.01
C -2.1936 -2.6573 -0.4897 -0.04 0.06 -0.03
C -0.8632 -3.0468 -0.2010 -0.03 -0.03 0.00
N 0.0946 -2.0854 -0.1919 0.09 -0.32 0.46
H 2.7604 -3.9417 0.5742 0.03 0.01 -0.01
H 1.0373 -5.7701 0.5462 -0.01 -0.01 -0.01
H -1.4027 -6.3885 0.2389 0.00 -0.01 0.00
H -3.7085 -5.6778 -0.2543 -0.01 -0.01 0.00
H -4.2071 -3.2848 -0.7210 -0.02 0.00 0.00
H -2.3746 -1.6057 -0.6845 0.01 -0.20 0.16
Se 1.1105 -0.5475 -2.9752 -0.04 0.01 -0.02
N -0.3898 -0.3268 -2.0639 -0.03 0.67 -0.53
C -1.3682 -0.1795 -2.9331 0.04 -0.12 0.06
C -2.7295 0.0675 -2.5639 -0.04 0.12 -0.12
C -3.6520 0.1568 -3.5507 0.01 -0.01 -0.01
C -3.2903 0.0216 -4.9363 -0.02 0.01 0.02
C -2.0103 -0.1916 -5.3242 0.01 0.00 0.00
C -0.9933 -0.2992 -4.3204 0.04 -0.09 -0.06
N 0.2898 -0.5175 -4.5507 -0.11 0.03 -0.09
H -2.9703 0.2065 -1.5169 0.01 0.05 -0.01
H -4.6865 0.3477 -3.2929 -0.01 0.01 -0.03
H -4.0661 0.1053 -5.6890 -0.02 0.00 0.02
H -1.7373 -0.2799 -6.3677 0.03 -0.01 0.00
O 0.7240 2.2512 1.4405 -0.33 0.28 0.46
N -0.1972 2.7656 2.1421 0.37 -0.14 -0.20
C 0.1891 3.6094 3.0980 -0.02 0.00 0.06
C 1.5552 3.9418 3.3682 -0.09 0.01 -0.18
N 2.6409 4.2515 3.5989 0.04 -0.02 0.07
C -0.8156 4.2151 3.9127 0.08 -0.16 -0.08
N -1.5924 4.7158 4.6027 -0.02 0.05 0.00
F -0.0139 2.2744 -1.3010 0.02 0.09 -0.17
```
Positions in Å, forces in eV/Å.

Computed properties:
Largest force on an atom: 0.851 eV/A
2S+1: 5
Net charge: -2
Highest occupied orbital energy (alpha / beta): -2.56 / -2.04 eV
Expectation value of S²: 6.008
HOMO-LUMO gap (alpha / beta): 6.47 / 5.93 eV
E_tot: -10672.8503 hartree

***

(2)
Formula: C13H14F3N2O4S2
Source: OMol25
Level of theory: ωB97M-V/def2-TZVPD

The geometry in XYZ format:
```
38
Properties=species:S:1:pos:R:3:forces:R:3
C 1.7212 -2.6492 0.7713 0.25 -0.31 -0.11
C 0.7098 -1.7587 0.1036 0.43 1.38 0.19
O 1.3775 -0.4462 0.0395 -0.47 -1.44 0.13
C 0.6345 0.5198 -0.5761 0.50 2.06 -1.79
C 1.4368 1.5791 -1.2206 -2.46 -4.76 -0.18
C 0.6285 2.2462 -2.1701 -0.24 0.95 -1.54
N 0.0212 2.8996 -2.9360 0.95 -1.12 1.12
O -0.5891 0.5402 -0.5793 -0.25 -0.88 0.69
H 1.3626 -3.6771 0.8205 -0.07 -0.08 0.06
H 2.6340 -2.6478 0.1700 0.03 -0.02 0.15
H 1.9718 -2.3150 1.7853 -0.12 0.03 -0.22
H 0.4931 -2.0735 -0.9313 -0.06 0.05 0.42
H -0.2225 -1.6749 0.6810 0.21 0.03 -0.31
H 2.4847 1.3179 -1.4078 -0.51 0.43 -0.08
C -0.0492 5.2352 -1.0162 -0.40 0.03 0.17
N 0.4351 4.1869 -0.1172 1.08 -0.55 1.51
S 2.0127 3.4638 -0.1929 0.94 2.40 -0.94
C 3.3011 4.6972 -0.7820 -1.41 0.53 1.56
F 3.6137 5.5711 0.1961 1.03 0.78 -0.40
F 4.3872 3.9249 -1.0493 -0.47 0.60 0.05
F 2.9768 5.3981 -1.8931 0.46 -0.36 0.48
S -0.1267 4.3787 1.4977 0.76 0.27 -0.71
C 0.0204 2.7252 2.1682 -0.28 0.11 0.37
C -1.1625 2.0246 2.4108 0.24 0.02 -0.32
C -1.0749 0.7085 2.8553 0.10 -0.17 0.21
C 0.1691 0.0892 3.0218 -0.23 0.36 -0.19
C 1.3382 0.8224 2.8181 -0.15 0.09 0.34
C 1.2628 2.1716 2.4883 0.17 0.13 0.03
O 0.7714 5.2671 2.2080 -0.62 -0.50 -0.07
O -1.5285 4.7010 1.3682 0.49 -0.01 0.24
H 0.4815 5.1553 -1.9595 -0.15 -0.09 0.04
H -1.1216 5.0340 -1.1522 0.41 0.29 -0.21
H 0.1037 6.2261 -0.5642 -0.02 -0.13 -0.19
H -2.1234 2.5166 2.2407 0.38 -0.26 -0.05
H -1.9926 0.1602 3.0666 0.23 0.07 -0.10
H 0.2287 -0.9582 3.3174 -0.05 0.23 -0.09
H 2.3156 0.3544 2.9348 -0.26 0.14 0.09
H 2.1606 2.7956 2.5071 -0.41 -0.31 -0.33
```
Positions in Å, forces in eV/Å.

Computed properties:
Largest force on an atom: 5.363 eV/A
ΔE to the lowest compared entry with this formula, charge and spin: 98.82 kJ/mol
2S+1: 1
Net charge: -1
Highest occupied orbital energy: -2.79 eV
HOMO-LUMO gap: 5.69 eV
E_tot: -2010.1698 hartree

***

(3)
Formula: C19H11BaBr4Cl3O3
Source: OMol25
Level of theory: ωB97M-V/def2-TZVPD

The geometry in XYZ format:
```
41
Properties=species:S:1:pos:R:3:forces:R:3
Ba 0.1869 -0.2629 -0.4270 1.47 1.08 -0.59
C -3.6127 1.2062 -1.6469 -0.04 0.05 -0.54
C -2.9859 0.8639 -0.3407 -0.05 0.19 0.24
C -2.3167 1.8306 0.3971 -0.29 0.01 -0.19
C -1.7794 1.5256 1.6314 -0.13 0.22 0.48
C -1.9125 0.2541 2.1506 0.11 0.08 0.32
C -2.5830 -0.7133 1.4319 -0.24 -0.44 0.03
C -3.1136 -0.4109 0.1936 -0.03 -0.21 -0.08
H -4.6337 1.5683 -1.5004 0.00 0.01 -0.04
H -3.6508 0.3364 -2.3045 -0.06 0.01 0.00
H -3.0461 1.9817 -2.1638 -0.05 0.02 0.02
H -2.2083 2.8226 -0.0062 0.15 0.18 -0.03
H -1.2594 2.2836 2.1916 0.19 0.13 -0.08
H -1.4796 0.0130 3.1080 0.07 -0.04 0.14
H -2.7035 -1.7040 1.8409 0.07 -0.19 0.00
H -3.6193 -1.1742 -0.3761 -0.12 -0.17 -0.10
Cl 1.2468 -7.9907 0.8058 -0.01 -0.76 -0.05
C 1.2660 -6.2749 0.9549 0.11 0.77 0.20
C 0.6546 -5.4912 -0.0073 -0.03 0.83 0.00
C 0.6816 -4.0995 0.1326 -0.38 -1.72 -0.19
Cl -0.0929 -3.1483 -1.0891 -0.07 -0.83 -0.18
C 1.2994 -3.4211 1.2056 0.12 1.19 0.17
O 1.2850 -2.1443 1.2689 -0.08 -0.12 0.18
C 1.9075 -4.2828 2.1570 0.07 -1.39 0.00
Cl 2.7286 -3.6557 3.5641 -0.13 0.31 -0.17
C 1.8939 -5.6819 2.0388 -0.05 0.72 -0.01
H 0.1594 -5.9402 -0.8606 0.04 0.05 0.07
H 2.3748 -6.2918 2.7961 -0.04 0.10 -0.08
Br 3.9439 6.0649 -2.9666 -0.32 -0.29 0.30
C 2.8117 4.8897 -1.9376 -0.22 0.18 0.36
C 2.0965 5.3854 -0.8409 0.36 0.13 -0.41
Br 2.2391 7.2463 -0.3527 -0.04 -0.46 -0.13
C 1.2739 4.5132 -0.0997 -0.05 -0.68 -0.22
Br 0.2820 5.2102 1.4249 0.25 -0.56 -0.55
C 1.1312 3.1218 -0.4183 -0.07 1.79 0.85
O 0.3799 2.3330 0.2614 0.04 -0.39 -0.04
C 1.8696 2.6101 -1.5506 0.95 -0.32 -1.28
O 1.7691 1.3703 -1.8688 -0.22 0.66 0.67
C 2.6962 3.5275 -2.2806 -0.10 -0.03 0.08
Br 3.6944 2.8452 -3.8077 -0.60 0.06 0.79
H 1.1254 -1.1160 -2.7088 -0.59 -0.19 0.07
```
Positions in Å, forces in eV/Å.

Computed properties:
Largest force on an atom: 1.983 eV/A
2S+1: 1
Net charge: -2
Highest occupied orbital energy: -0.64 eV
HOMO-LUMO gap: 4.51 eV
E_tot: -12658.5693 hartree

***

(4)
Formula: C15H26N2O2
Source: OMol25
Level of theory: ωB97M-V/def2-TZVPD

The geometry in XYZ format:
```
45
Properties=species:S:1:pos:R:3:forces:R:3
C 3.7157 3.1131 2.6635 -1.04 -2.05 1.79
C 3.6647 1.5767 3.1043 0.66 2.06 1.62
C 3.4376 1.1586 4.5405 0.22 0.79 0.74
N 2.4109 1.0037 3.5136 -1.53 -0.82 0.46
C 2.0319 -0.3633 3.1759 1.05 0.84 -2.28
O 2.8557 -1.1418 2.7811 1.32 -0.48 0.55
C 0.6143 -0.7441 2.8818 -0.30 1.36 0.90
C -0.0359 0.1562 1.7953 -1.67 -0.34 1.55
C -1.6134 -0.2932 1.7426 1.34 1.77 0.61
C -2.5107 0.6977 0.9537 -0.50 0.95 1.11
C -2.4618 0.4896 -0.5380 -0.40 1.09 -0.64
C -1.2748 1.2605 -1.1595 -2.37 -1.86 -3.44
C -1.0773 0.8717 -2.6965 -3.35 -1.75 0.99
C -0.6139 -0.5530 -2.8900 -2.56 -0.16 -0.30
O 0.5399 -0.6757 -2.8919 5.48 -1.41 0.27
N -1.4302 -1.7222 -3.0276 -1.19 0.49 1.90
C -0.9331 -3.1022 -3.1445 -3.14 3.06 -1.66
C -1.9988 -2.4151 -4.1310 2.79 -0.23 -1.13
C -1.4519 -2.1109 -5.5277 -0.68 -1.51 -0.42
H 4.5423 3.6684 3.1638 -0.41 -0.63 -0.73
H 3.8132 2.9023 1.6215 0.17 1.29 -1.00
H 2.7497 3.5912 2.9540 0.72 -0.33 -0.53
H 4.3965 1.0007 2.5598 -0.13 -0.56 -0.01
H 4.0461 0.2946 4.8537 -0.64 0.18 -0.22
H 3.1423 1.8558 5.3935 0.65 -0.75 -1.42
H 0.0837 -0.8304 3.8281 -0.57 0.39 0.00
H 0.7243 -1.7297 2.5047 -0.14 -0.94 -0.35
H 0.0476 1.2529 2.0812 -0.08 -1.33 -0.52
H 0.5327 -0.0906 0.9013 -0.30 0.41 -0.36
H -1.6589 -1.3446 1.4522 -0.24 0.14 -0.29
H -1.9483 -0.2217 2.7920 0.21 -0.23 -0.28
H -2.1867 1.7590 1.2647 -0.35 -1.39 -0.61
H -3.6018 0.6814 1.2486 1.15 -0.46 0.14
H -2.5179 -0.6028 -0.6996 0.40 0.54 -0.44
H -3.3725 0.9520 -1.0273 0.76 -0.68 0.53
H -0.3719 1.1493 -0.7137 2.69 -0.71 1.66
H -1.4856 2.2928 -1.1425 -0.47 1.33 0.11
H -0.3703 1.4803 -3.1968 0.44 0.66 -0.50
H -2.0659 0.7854 -3.1993 0.18 1.27 0.19
H -1.4688 -3.7709 -2.5597 -0.36 -1.08 1.65
H 0.0878 -3.2459 -3.3004 1.37 -0.21 -0.95
H -3.0463 -2.7397 -4.2278 0.36 0.16 1.00
H -2.2317 -1.7171 -6.1942 0.23 -0.07 0.18
H -0.5919 -1.4810 -5.5916 0.54 0.59 0.39
H -1.1162 -3.0983 -5.9117 -0.34 0.62 -0.26
```
Positions in Å, forces in eV/Å.

Computed properties:
Largest force on an atom: 5.667 eV/A
ΔE to the lowest compared entry with this formula, charge and spin: 638.16 kJ/mol
2S+1: 1
SMILES string: C[C@H]1CN1C(=O)CCCCCCCC(=O)N1C[C@@H]1C
Highest occupied orbital energy: -8.91 eV
HOMO-LUMO gap: 9.87 eV
E_tot: -846.9787 hartree

***

(5)
Formula: C25H26Cl2N8O2Pd
Source: OMol25
Level of theory: ωB97M-V/def2-TZVPD

The geometry in XYZ format:
```
64
Properties=species:S:1:pos:R:3:forces:R:3
Pd -0.6626 2.5593 0.0668 0.69 -0.91 -0.35
C -3.6699 -2.0665 0.9869 0.06 -0.17 0.10
N -3.0428 -1.0366 0.1872 0.09 0.19 0.24
C -2.1711 -0.0955 0.5856 -0.10 -0.25 -0.13
N -1.6732 0.5169 -0.4667 -0.05 0.27 0.20
C -2.2911 -0.0911 -1.5093 0.03 -0.03 0.11
N -3.1230 -1.0464 -1.1552 0.02 -0.12 -0.25
C -2.6524 -3.0166 1.5913 0.04 0.05 -0.06
C -2.9802 -3.7921 2.6969 -0.01 0.01 -0.04
C -2.0558 -4.6783 3.2312 -0.08 -0.01 0.05
C -0.7894 -4.7961 2.6838 0.12 -0.04 -0.01
C -0.4521 -4.0162 1.5843 -0.28 0.25 -0.12
C -1.3874 -3.1385 1.0382 0.08 -0.08 0.05
C 0.8556 -4.1051 0.9459 0.49 -0.37 -0.15
N 1.6603 -5.1142 0.8732 -0.50 -0.01 0.33
N 2.7229 -4.7244 0.0992 0.29 0.34 -0.32
C 2.4979 -3.5001 -0.2573 0.00 -0.60 0.29
O 1.3324 -3.0409 0.2493 -0.14 0.32 -0.03
C 3.3486 -2.6635 -1.0974 0.03 0.21 -0.09
C 4.0707 -3.2745 -2.1194 -0.04 -0.02 0.05
C 4.8988 -2.5102 -2.9201 0.04 -0.01 -0.05
C 5.0307 -1.1494 -2.6885 0.00 0.01 0.01
C 4.3363 -0.5375 -1.6517 -0.07 0.05 0.06
C 4.6284 0.9128 -1.3346 0.09 -0.14 -0.06
N 3.5245 1.6492 -0.7569 -0.24 -0.13 -0.19
C 2.2904 1.8741 -1.2416 0.20 0.09 0.06
N 1.6278 2.6564 -0.4177 -0.24 0.05 0.18
C 2.5146 2.8818 0.5850 0.12 -0.03 -0.13
N 3.6749 2.2896 0.4168 0.06 0.11 0.20
C 3.4746 -1.2953 -0.8677 -0.03 -0.04 -0.02
H -4.3388 -2.6041 0.3164 -0.05 0.04 0.00
H -4.2668 -1.6047 1.7741 -0.01 0.00 -0.01
H -1.9148 0.0978 1.6161 -0.02 0.00 0.00
H -2.1085 0.1759 -2.5367 -0.07 -0.02 -0.02
H -3.9642 -3.7046 3.1432 0.01 0.00 0.02
H -2.3276 -5.2731 4.0933 0.03 -0.01 0.00
H -0.0622 -5.4765 3.1058 0.01 0.00 -0.02
H -1.1064 -2.5645 0.1655 -0.04 0.06 0.00
H 3.9673 -4.3398 -2.2736 -0.01 0.01 -0.01
H 5.4427 -2.9749 -3.7318 0.01 0.00 0.01
H 5.6909 -0.5600 -3.3141 -0.01 0.01 0.01
H 4.9829 1.4280 -2.2288 0.00 -0.01 0.00
H 5.4222 0.9563 -0.5897 0.01 0.09 -0.01
H 1.9255 1.4742 -2.1736 0.02 -0.05 0.02
H 2.2926 3.4948 1.4414 0.00 -0.02 0.02
H 2.9142 -0.8290 -0.0655 0.02 -0.01 0.01
Cl -0.4045 2.5526 2.5059 0.12 -0.05 0.34
C -0.6600 2.5945 4.2669 -0.09 -0.05 0.25
Cl -1.0346 0.9770 4.9102 -0.01 0.03 0.00
H -1.5008 3.2398 4.4923 -0.01 0.01 -0.04
H 0.2447 2.9417 4.7519 0.02 -0.01 -0.03
C -2.6775 4.2757 -2.5811 0.03 -0.02 0.09
C -3.6588 3.7161 -1.5270 0.12 0.04 0.00
C -3.0345 4.1821 -0.1915 -0.04 -0.18 0.00
O -2.0447 5.1364 -0.5402 0.01 0.07 0.00
C -1.4614 4.6073 -1.7199 -0.13 -0.20 -0.08
H -3.0660 5.1946 -3.0226 -0.02 -0.03 -0.04
H -2.4608 3.5678 -3.3811 0.01 -0.01 0.00
H -3.6944 2.6269 -1.5670 -0.07 0.00 0.01
H -4.6672 4.1031 -1.6649 -0.01 -0.03 -0.01
H -2.5395 3.2998 0.3094 -0.39 0.52 -0.05
H -3.7411 4.6514 0.4919 0.04 -0.01 0.02
H -0.9075 3.6416 -1.4755 -0.14 0.82 -0.43
H -0.7788 5.3447 -2.1371 0.01 -0.02 0.02
```
Positions in Å, forces in eV/Å.

Computed properties:
Largest force on an atom: 1.191 eV/A
ΔE to the lowest compared entry with this formula, charge and spin: 63.92 kJ/mol
2S+1: 1
Highest occupied orbital energy: -6.35 eV
HOMO-LUMO gap: 6.40 eV
E_tot: -2604.9838 hartree

***

(6)
Formula: Ca3I
Source: OMol25
Level of theory: ωB97M-V/def2-TZVPD

The geometry in XYZ format:
```
4
Properties=species:S:1:pos:R:3:forces:R:3
Ca -0.3392 -2.7247 -0.9491 -0.38 -1.06 -0.66
Ca 1.5862 1.0004 2.4507 0.99 0.57 1.55
Ca -1.4958 1.7009 -1.5913 -0.88 0.47 -1.00
I 0.2489 0.0235 0.0897 0.27 0.02 0.11
```
Positions in Å, forces in eV/Å.

Computed properties:
Largest force on an atom: 1.925 eV/A
ΔE to the lowest compared entry with this formula, charge and spin: 0.00 kJ/mol
2S+1: 2
Net charge: +4
Highest occupied orbital energy (alpha / beta): -19.32 / -25.73 eV
Expectation value of S²: 0.751
HOMO-LUMO gap (alpha / beta): 4.26 / 10.28 eV
E_tot: -2328.8892 hartree